# 1
Entry from the OMol25 dataset: the molecule C5H9ClO2 in a non-equilibrium geometry (ωB97M-V with the def2-TZVPD basis set).

Geometry (Å):
C 3.33 -0.96 -0.36
C 1.48 1.06 -0.14
C 0.02 0.34 -0.24
C -1.12 1.15 0.39
C -0.86 -0.28 0.72
H 2.46 -1.84 -0.26
H 3.28 -0.55 -1.57
H 4.26 -1.24 0.35
H 1.35 1.91 0.61
H 1.72 1.54 -1.04
H -0.32 -0.19 -1.14
H -0.85 2.14 0.98
H -2.77 0.99 -0.48
H -0.63 -0.38 1.66
O 2.72 0.29 0.47
O -2.03 1.67 -0.50
Cl -1.83 -1.53 -0.06

As for the total energy: -21942.7269 eV. Its orbital gap is 10.058 eV. As for the LUMO energy: 0.78 eV. The spin multiplicity is 1.

# 2
Entry from the OMol25 dataset: the molecule C5H9ClO3 in a non-equilibrium geometry (ωB97M-V with the def2-TZVPD basis set).

Geometry (Å):
C -1.49 -0.99 -2.01
O -0.16 -0.52 -2.41
C 0.14 0.72 -1.80
O 0.12 1.75 -2.52
O 0.40 0.91 -0.42
C 1.22 -0.14 0.15
C 0.74 -0.32 1.70
C 0.14 1.08 2.19
Cl -0.67 -1.52 1.66
H -1.57 -2.06 -2.43
H -1.64 -1.04 -0.88
H -2.29 -0.33 -2.51
H 2.35 0.11 0.16
H 1.09 -1.16 -0.33
H 1.57 -0.74 2.35
H 0.89 1.92 1.98
H -0.89 1.32 1.77
H 0.04 1.01 3.34

As for the total energy: -23994.0817 eV. Its orbital gap is 11.221 eV. As for the LUMO energy: 0.71 eV. The spin multiplicity is 1.

# 3
Entry from the OMol25 dataset: the molecule C5H9ClOS in a non-equilibrium geometry (ωB97M-V with the def2-TZVPD basis set).

Geometry (Å):
C 2.62 -0.03 1.34
C 1.09 0.01 1.23
C 0.55 -0.15 -0.21
C -0.97 -0.01 -0.39
C -1.60 1.19 0.29
H 3.05 0.80 0.84
H 3.03 -0.91 0.87
H 2.88 0.04 2.36
H 0.65 -0.75 1.89
H 0.71 1.03 1.59
H -1.17 0.01 -1.45
H -1.54 1.07 1.37
H -2.65 1.25 0.01
H -1.42 3.12 0.03
O -0.95 2.33 -0.23
S 1.54 -0.29 -1.46
Cl -1.80 -1.52 0.24

As for the total energy: -30735.4369 eV. Its orbital gap is 8.509 eV. As for the LUMO energy: -0.24 eV. The spin multiplicity is 1.

# 4
Entry from the OMol25 dataset: a structure of composition C5H9CoO3 in a non-equilibrium geometry (ωB97M-V with the def2-TZVPD basis set).

Geometry (Å):
O 0.40 -1.19 0.55
C -1.00 -1.16 0.48
O -1.25 -2.36 0.19
Co 0.28 -2.33 -1.03
O -1.10 -0.37 -1.19
C -1.91 0.51 -1.86
C 1.11 -0.16 1.26
H 1.00 0.80 0.74
H 0.63 -0.08 2.24
C 2.56 -0.56 1.35
H 2.67 -1.57 1.79
H 3.03 -0.56 0.36
H 3.09 0.15 2.00
C -1.96 1.82 -1.12
H -1.60 0.64 -2.91
H -2.74 1.77 -0.34
H -2.23 2.59 -1.86
H -1.00 2.05 -0.64

As for the total energy: -49086.7654 eV. Its orbital gap (alpha / beta) is 7.597 / 6.449 eV. As for the LUMO energy (alpha / beta): -5.84 / -5.93 eV. The spin multiplicity is 4. Its net charge is +1.

# 5
Entry from the OMol25 dataset: the molecule C5H9F3N2O2SSi in a non-equilibrium geometry (ωB97M-V with the def2-TZVPD basis set).

Geometry (Å):
C 0.57 0.85 0.65
C 0.53 -3.00 0.05
C -1.48 -2.23 2.33
C -2.08 -1.39 -0.65
C 1.45 3.60 -2.05
N 1.04 1.92 0.25
N 0.10 -0.25 1.03
O 1.05 4.78 0.35
O 3.25 3.70 -0.02
F 1.66 4.79 -2.59
F 2.24 2.71 -2.61
F 0.19 3.25 -2.22
Si -0.74 -1.71 0.66
S 1.85 3.76 -0.21
H 1.17 -2.60 -0.73
H 1.17 -3.33 0.86
H 0.03 -3.88 -0.35
H -2.21 -1.50 2.68
H -1.98 -3.19 2.26
H -0.71 -2.31 3.09
H -2.68 -2.28 -0.84
H -2.76 -0.60 -0.33
H -1.64 -1.09 -1.60

As for the total energy: -39270.1928 eV. Its orbital gap is 8.100 eV. As for the LUMO energy: -1.19 eV. The spin multiplicity is 1.

# 6
Entry from the OMol25 dataset: a cluster of 2 separate species, C5H9FN3P in total in a non-equilibrium geometry (ωB97M-V with the def2-TZVPD basis set).

Geometry (Å):
C -3.10 0.79 0.55
C -2.23 -0.89 -0.42
C 0.78 -1.58 0.94
C 2.74 1.12 -0.29
C 0.11 -0.10 -0.40
N -3.38 -0.39 -0.03
N -1.78 1.04 0.57
N -1.22 0.03 -0.15
F 0.27 -0.77 -1.57
P 0.97 1.53 -0.10
H -3.86 1.13 1.15
H -1.99 -1.68 -1.13
H 1.44 -1.30 1.79
H -0.16 -1.95 1.17
H 1.24 -2.18 0.14
H 2.97 0.08 -0.43
H 3.26 1.46 0.68
H 3.06 1.76 -1.11
H 0.87 1.91 -1.37

As for the total energy: -21803.9460 eV. Its orbital gap is 9.676 eV. As for the LUMO energy: 0.53 eV. The spin multiplicity is 1.

# 7
Entry from the OMol25 dataset: a cluster of 2 separate species, C5H9FO in total in a non-equilibrium geometry (ωB97M-V with the def2-TZVPD basis set).

Geometry (Å):
C 0.83 -0.56 -0.18
C -0.47 -1.27 -0.27
C 1.92 -1.32 0.57
C -1.91 2.39 -0.48
C -2.98 1.73 -1.25
O -0.34 0.01 0.42
F -4.14 1.67 -0.63
H 1.43 0.07 -0.94
H -0.86 -2.13 0.35
H 1.39 -1.98 1.33
H 2.40 -0.60 1.24
H 2.58 -1.95 -0.12
H -2.07 2.62 0.61
H -1.75 3.40 -0.79
H -0.99 1.91 -0.59
H -1.04 -1.02 -1.20

As for the total energy: -10090.3329 eV. Its orbital gap is 9.234 eV. As for the LUMO energy: 0.50 eV. The spin multiplicity is 1.

# 8
Entry from the OMol25 dataset: the molecule C5H9FS in a non-equilibrium geometry (ωB97M-V with the def2-TZVPD basis set).

Geometry (Å):
C -1.83 -0.21 -1.21
C 0.62 0.15 0.10
C 0.90 -1.25 0.44
C -0.05 0.82 1.33
C 1.39 1.23 0.89
H -2.05 -0.51 -2.41
H -1.59 -1.04 -0.27
H -2.62 0.75 -0.89
H 1.18 -1.88 -0.48
H 1.43 -1.24 1.50
H -0.97 1.28 1.15
H -0.42 0.03 2.14
H 1.16 2.17 0.36
H 2.25 1.10 1.37
F -0.36 -1.82 1.12
S -0.08 0.71 -1.36

As for the total energy: -18878.9794 eV. Its orbital gap is 9.311 eV. As for the LUMO energy: 0.81 eV. The spin multiplicity is 1.

# 9
Entry from the OMol25 dataset: a structure of composition C5H9GdNO2 in a non-equilibrium geometry (ωB97M-V with the def2-TZVPD basis set).

Geometry (Å):
C -1.32 0.78 -2.72
C -0.23 0.22 -1.58
N 1.07 0.63 -1.71
C -0.83 -0.81 -0.47
C -0.23 -0.67 1.04
O 0.46 0.59 1.34
C 1.62 0.16 2.19
O 1.42 0.12 3.51
H -2.18 1.36 -2.17
H -1.78 -0.20 -3.19
H -0.80 1.39 -3.58
H 1.61 0.16 -0.95
H -2.01 -0.67 -0.42
H -0.66 -1.91 -0.87
H -1.15 -0.74 1.80
H 0.48 -1.59 1.23
H 2.65 -0.19 1.75
Gd 1.87 1.39 4.79

As for the total energy: -31708.9551 eV. Its orbital gap (alpha / beta) is 6.728 / 7.447 eV. As for the LUMO energy (alpha / beta): -14.17 / -14.83 eV. The spin multiplicity is 8. Its net charge is +3.

# 10
Entry from the OMol25 dataset: a structure of composition C5H9HgINO2 in a non-equilibrium geometry (ωB97M-V with the def2-TZVPD basis set).

Geometry (Å):
C 1.57 -1.11 0.37
C 1.29 0.43 -0.14
C -0.09 0.63 -1.00
I -0.42 2.84 -1.08
C -1.43 -0.02 -0.32
N -1.70 -1.47 -0.71
C -1.53 0.20 1.32
O -1.06 1.26 1.98
O -2.24 -0.86 2.10
H 0.63 -1.66 0.78
H 2.12 -1.74 -0.46
H 2.34 -1.03 1.28
H 1.40 1.18 0.78
H 2.19 0.71 -0.87
H 0.04 0.23 -2.12
H -2.36 0.60 -0.76
H -1.34 -1.69 -1.67
H -1.35 -2.14 0.01
Hg 1.94 3.65 0.52

As for the total energy: -23175.6712 eV. Its orbital gap is 2.892 eV. As for the LUMO energy: -9.41 eV. The spin multiplicity is 1. Its net charge is +1.

# 11
Entry from the OMol25 dataset: the molecule C5H9IO2 in a non-equilibrium geometry (ωB97M-V with the def2-TZVPD basis set).

Geometry (Å):
C -1.22 -1.19 0.64
C 0.01 -0.52 1.37
C -1.05 -1.52 -0.79
C 1.15 0.86 -0.18
C 1.29 2.36 -0.66
O 0.39 0.74 0.92
O -1.90 -1.26 -1.85
I 2.94 -0.40 -0.32
H -1.28 -2.16 1.20
H -2.07 -0.51 0.94
H -0.30 -0.54 2.38
H 0.91 -1.18 1.35
H -0.18 -2.00 -1.19
H 2.39 2.65 -0.89
H 0.96 2.96 0.22
H 0.68 2.47 -1.55
H -2.74 -0.76 -1.62

As for the total energy: -17522.2530 eV. Its orbital gap (alpha / beta) is 7.973 / 7.061 eV. As for the LUMO energy (alpha / beta): 0.62 / 0.24 eV. The spin multiplicity is 1.

# 12
Entry from the OMol25 dataset: a structure of composition C5H9InO3 in a non-equilibrium geometry (ωB97M-V with the def2-TZVPD basis set).

Geometry (Å):
O 1.52 1.79 -0.68
C 0.82 0.83 0.00
C 1.46 -0.53 -0.22
O 0.83 -1.55 0.52
C -0.25 -2.15 -0.04
C -1.20 -2.75 0.68
O -0.54 0.77 -0.40
C -1.32 1.89 -0.08
In 2.03 3.38 -0.50
H 0.82 1.04 1.09
H 2.51 -0.49 0.12
H 1.45 -0.77 -1.30
H -0.36 -1.99 -1.12
H -1.08 -2.89 1.76
H -2.07 -3.16 0.17
H -1.03 2.77 -0.69
H -2.37 1.65 -0.29
H -1.22 2.15 0.99

As for the total energy: -16623.6337 eV. Its orbital gap (alpha / beta) is 6.461 / 7.035 eV. As for the LUMO energy (alpha / beta): -11.69 / -11.13 eV. The spin multiplicity is 1. Its net charge is +2.

Among the records above, which one has the highest total energy? C5H9FO

Copy entry 5 word for word.
Entry from the OMol25 dataset: the molecule C5H9F3N2O2SSi in a non-equilibrium geometry (ωB97M-V with the def2-TZVPD basis set).

Geometry (Å):
C 0.57 0.85 0.65
C 0.53 -3.00 0.05
C -1.48 -2.23 2.33
C -2.08 -1.39 -0.65
C 1.45 3.60 -2.05
N 1.04 1.92 0.25
N 0.10 -0.25 1.03
O 1.05 4.78 0.35
O 3.25 3.70 -0.02
F 1.66 4.79 -2.59
F 2.24 2.71 -2.61
F 0.19 3.25 -2.22
Si -0.74 -1.71 0.66
S 1.85 3.76 -0.21
H 1.17 -2.60 -0.73
H 1.17 -3.33 0.86
H 0.03 -3.88 -0.35
H -2.21 -1.50 2.68
H -1.98 -3.19 2.26
H -0.71 -2.31 3.09
H -2.68 -2.28 -0.84
H -2.76 -0.60 -0.33
H -1.64 -1.09 -1.60

As for the total energy: -39270.1928 eV. Its orbital gap is 8.100 eV. As for the LUMO energy: -1.19 eV. The spin multiplicity is 1.